Formula: C5H10N2O3
Source: the Open Molecules 2025 dataset
Level of theory: wB97M-V/def2-TZVPD

Geometry as XYZ:
```
20
Properties=species:S:1:pos:R:3
C 1.3969 -1.5230 0.9924
C -1.4932 -0.9198 1.0504
C 0.4309 -0.9195 -0.0114
O -2.3462 -0.3495 0.3039
O -1.5401 -1.6348 2.0019
O 0.1293 -1.4767 -1.0638
H -1.8271 0.3132 -0.3503
H 1.6992 -2.4863 0.5894
H 0.9370 -1.6895 1.9674
H 2.2834 -0.8975 1.1188
C -0.2667 1.1108 -2.2894
N 0.4680 1.1848 1.3464
C -0.4660 1.2397 -0.8054
N 0.2153 0.5125 0.1173
H 0.3379 0.5375 2.1159
H 1.4349 1.4989 1.3368
H -0.7571 2.2055 -0.4095
H -1.0581 1.6606 -2.8003
H -0.2678 0.0756 -2.6198
H 0.6895 1.5574 -2.5905
```

Results
* total charge: 0
* frontier orbital gap (spin up / spin down): 7.40 / 7.25 eV
* energy relative to the best compared isomer or geometry (same formula, charge and spin): 486.9 kJ/mol
* highest occupied orbital energy (spin up / spin down): -7.81 / -7.60 eV

---

Formula: C31H56Cl2O39S9Si2
Source: the Open Molecules 2025 dataset
Level of theory: wB97M-V/def2-TZVPD

Geometry as XYZ:
```
139
Properties=species:S:1:pos:R:3
C -7.0763 0.2553 -4.1392
C -6.2066 1.0175 -3.1828
Cl -6.8328 2.6223 -2.8326
C -5.0546 0.5898 -2.6455
Cl -4.5174 -1.0172 -3.1116
Si -3.9764 1.6188 -1.4729
O -3.7430 0.9074 0.0030
Si -2.7104 -0.4195 0.0923
C -1.1479 -0.0261 1.0653
C -1.0542 1.4378 1.5591
C 0.1107 1.5787 2.5462
O -0.2444 1.1569 3.8686
C -3.7096 -1.8597 0.8484
O -3.7784 -1.8557 2.2967
C -4.2008 -0.6642 2.8384
C -3.3553 -0.0410 3.7533
C -3.7171 1.1635 4.3494
C -4.9437 1.7318 4.0458
C -5.8118 1.1254 3.1414
C -5.4327 -0.0770 2.5609
H -8.1251 0.3986 -3.8620
H -6.8861 -0.8125 -4.1291
H -6.9521 0.7067 -5.1279
H -2.7091 1.9515 -2.1636
H -4.6195 2.9098 -1.1979
H -2.3105 -0.8703 -1.2558
H -1.0257 -0.6870 1.9323
H -0.2660 -0.2072 0.4390
H -1.9938 1.8210 1.9619
H -0.7900 2.0741 0.7028
H 0.9100 0.9195 2.1949
H 0.4702 2.6106 2.6038
H -0.3406 1.9301 4.4286
H -4.7271 -1.8534 0.4416
H -3.1817 -2.7740 0.5677
H -2.4125 -0.5265 3.9830
H -3.0128 1.6165 5.0373
H -5.2467 2.6779 4.4846
H -6.7606 1.5831 2.8914
H -6.0913 -0.5707 1.8501
C -4.8544 -5.8663 -3.4781
C -3.9836 -6.7992 -2.6773
O -2.7338 -6.1197 -2.5461
S -3.0025 -4.5147 -2.4716
O -3.0471 -4.0483 -1.1353
O -2.1931 -3.8912 -3.4560
O -4.5199 -4.5630 -3.0126
H -4.6113 -5.9198 -4.5419
H -5.9161 -6.0563 -3.3399
H -3.8447 -7.7565 -3.1729
H -4.3828 -6.9639 -1.6722
C -3.6858 6.2482 -3.6913
C -4.3821 6.4704 -2.3670
O -3.3939 6.1307 -1.3829
S -1.9400 6.5050 -1.9330
O -1.5724 7.7733 -1.4134
O -1.1123 5.3566 -1.8191
O -2.3398 6.6955 -3.4715
H -3.6556 5.1884 -3.9534
H -4.1428 6.8082 -4.5026
H -5.2664 5.8498 -2.2491
H -4.6525 7.5193 -2.2292
C 1.3490 3.7063 -3.7420
C 1.5026 2.6333 -2.6877
O 2.6358 1.8774 -3.1164
S 3.6826 2.8356 -3.8590
O 4.6863 3.2129 -2.9376
O 3.9926 2.2546 -5.1156
O 2.6867 4.0877 -4.0856
H 0.8658 3.3122 -4.6394
H 0.7901 4.5639 -3.3761
H 0.6252 1.9966 -2.6083
H 1.7276 3.0624 -1.7083
C 6.1166 -1.5905 -0.3101
C 5.7614 -1.8624 -1.7526
O 4.7518 -0.8883 -2.0603
S 5.0326 0.4567 -1.2359
O 5.7142 1.3814 -2.0666
O 3.8439 0.8080 -0.5393
O 6.0818 -0.1592 -0.1848
H 5.3716 -2.0110 0.3683
H 7.0978 -1.9675 -0.0485
H 5.3820 -2.8685 -1.9055
H 6.6139 -1.6917 -2.4133
C -5.7238 -3.0719 4.6735
C -4.9877 -2.6853 5.9354
O -5.9473 -2.8827 6.9842
S -6.9101 -4.1073 6.6047
O -6.4385 -5.2807 7.2488
O -8.2542 -3.6727 6.7294
O -6.5288 -4.2002 5.0515
H -6.3880 -2.2715 4.3419
H -5.0482 -3.3397 3.8655
H -4.6445 -1.6541 5.9185
H -4.1392 -3.3480 6.1213
C 9.2340 -6.3970 1.3423
C 8.6641 -5.5492 2.4618
O 8.2550 -4.3342 1.8185
S 7.7728 -4.6577 0.3397
O 6.3539 -4.7544 0.3389
O 8.4681 -3.7972 -0.5520
O 8.3802 -6.1355 0.2183
H 10.2474 -6.0848 1.0824
H 9.2322 -7.4577 1.5791
H 9.3899 -5.3384 3.2429
H 7.7801 -6.0144 2.9036
C 1.4901 9.0390 -4.6052
C 0.8522 9.7860 -3.4546
O 0.4578 11.0457 -4.0146
S 0.0484 10.8393 -5.5508
O -1.3628 10.7153 -5.6386
O 0.7697 11.7733 -6.3355
O 0.6903 9.3815 -5.7445
H 2.5110 9.3808 -4.7871
H 1.4928 7.9626 -4.4530
H 1.5382 9.9351 -2.6254
H -0.0456 9.2770 -3.0971
C 8.8763 0.5409 3.1700
C 8.3844 0.4802 4.6006
O 7.7799 -0.8147 4.7150
S 8.5593 -1.8549 3.7739
O 9.4950 -2.5789 4.5617
O 7.6230 -2.5201 2.9464
O 9.3610 -0.7819 2.8983
H 8.0626 0.7574 2.4746
H 9.6709 1.2696 3.0339
H 7.6620 1.2589 4.8285
H 9.2130 0.5340 5.3103
C 1.1581 -4.7723 0.6283
C 0.6777 -5.4417 1.8986
O -0.5686 -6.0465 1.5344
S -0.5094 -6.5134 -0.0031
O -0.1896 -7.8954 -0.0496
O -1.6364 -5.9807 -0.6841
O 0.7943 -5.6792 -0.4198
H 0.6425 -3.8249 0.4560
H 2.2321 -4.6049 0.6265
H 0.5352 -4.7383 2.7145
H 1.3615 -6.2325 2.2156
```

Results
* total charge: 0
* frontier orbital gap: 9.13 eV
* highest occupied orbital energy: -9.02 eV

---

Formula: C13H12Br2O8
Source: the Open Molecules 2025 dataset
Level of theory: wB97M-V/def2-TZVPD

Geometry as XYZ:
```
35
Properties=species:S:1:pos:R:3
O 3.1003 -1.0539 -0.8997
C 1.9485 -1.3232 -1.1432
O 1.6371 -2.3153 -1.9160
C 0.3006 -2.6674 -1.6803
C 0.2869 -4.0522 -0.9892
O 1.3341 -4.8652 -1.4285
C 0.3258 -3.6393 0.4460
O -0.4798 -2.5023 0.5915
C -0.2667 -1.7060 -0.6209
O -1.5263 -1.1776 -1.0765
C 0.7656 -0.6047 -0.3769
O 1.1203 -0.3622 1.0630
C 0.4569 0.8427 -1.0036
C -0.1814 1.9863 -0.0934
C -1.3861 1.7390 0.6638
C -1.8683 2.7569 1.4502
O -3.0103 2.6097 2.0974
C -1.1977 3.9952 1.6603
O -1.7670 5.0028 2.4453
C -0.0782 4.2227 0.8926
Br 0.5631 6.0151 0.9482
C 0.5390 3.2282 0.0644
Br 2.0793 3.7648 -1.0313
H -0.1965 -2.7006 -2.6137
H -0.5687 -4.6046 -1.2620
H 1.9398 -4.3902 -1.9702
H -0.1654 -4.3855 1.0659
H 1.2498 -3.4077 0.8290
H -2.2334 -1.1734 -0.3683
H 1.9858 -0.7367 1.4116
H -0.0932 0.6113 -1.8607
H 1.4906 1.1983 -1.3151
H -1.9832 0.7002 0.5860
H -3.0251 3.3400 2.8284
H -1.0960 5.6546 2.6060
```

Results
* total charge: 0
* frontier orbital gap: 8.92 eV
* energy relative to the best compared isomer or geometry (same formula, charge and spin): 0.0 kJ/mol
* highest occupied orbital energy: -8.59 eV

---

Formula: C47H52BBr2ClCsN11O6S
Source: the Open Molecules 2025 dataset
Level of theory: wB97M-V/def2-TZVPD

Geometry as XYZ:
```
122
Properties=species:S:1:pos:R:3
Cs 0.4289 -0.1954 1.2144
Br -7.8744 -1.7691 0.1805
C -6.1195 -1.2214 0.6540
C -5.6102 -0.0412 0.1452
C -4.3105 0.2827 0.5055
N -3.5629 -0.4595 1.3116
C -4.0774 -1.5764 1.8126
C -5.3635 -2.0129 1.4906
C -3.2007 -2.3664 2.7357
C -3.7391 -3.3070 3.6072
C -2.8552 -4.0140 4.4018
Br -3.5318 -5.3107 5.6161
C -1.5000 -3.7895 4.3218
C -1.0741 -2.8142 3.4259
N -1.8995 -2.1143 2.6627
H -6.1857 0.5913 -0.5155
H -3.8372 1.1777 0.1155
H -5.7474 -2.9557 1.8484
H -4.8015 -3.4839 3.6807
H -0.7871 -4.3488 4.9101
H -0.0191 -2.6173 3.3030
O 0.9700 3.8616 1.2246
C 1.1409 3.6949 2.6102
C -0.0840 3.1667 3.3263
C -0.3788 3.5690 4.6263
C -1.4649 3.0122 5.2751
C -2.2371 2.0755 4.6047
C -1.8735 1.7393 3.3111
N -0.8292 2.2747 2.6818
H 1.2878 3.0394 0.7908
H 1.4029 4.6645 3.0462
H 1.9678 3.0094 2.8290
H 0.2586 4.2924 5.1201
H -1.7023 3.2988 6.2932
H -3.0893 1.5992 5.0721
H -2.4290 0.9958 2.7478
C 4.5803 -4.3614 7.2975
C 3.9978 -3.2329 6.4878
C 4.8206 -2.3003 5.8602
C 4.2851 -1.2685 5.1058
C 2.9089 -1.1450 4.9703
C 2.0778 -2.0619 5.5936
C 2.6220 -3.0978 6.3417
S 2.2601 0.1811 3.9481
O 0.8136 -0.0002 4.0610
O 2.7937 1.3951 4.5575
N 2.7231 -0.1043 2.5190
C 3.7717 0.6714 1.8815
C 3.3679 1.3176 0.5323
O 4.3005 1.5934 -0.2387
O 2.1279 1.5298 0.3323
H 5.6694 -4.3037 7.3223
H 4.3072 -5.3323 6.8777
H 4.2209 -4.3397 8.3291
H 5.8977 -2.3900 5.9587
H 4.9324 -0.5534 4.6118
H 1.0065 -1.9474 5.4887
H 1.9616 -3.8152 6.8195
H 4.6483 0.0511 1.6718
H 4.1097 1.5003 2.5170
B -1.0745 -5.1205 0.0468
N 0.3945 -4.6791 0.3159
C 1.4570 -4.9199 -0.4752
C 2.5690 -4.3163 0.0783
C 2.0720 -3.7276 1.2527
N 0.7686 -3.9481 1.3837
N -1.8156 -4.0593 -0.8417
C -1.5144 -3.7314 -2.1094
C -2.4207 -2.7842 -2.5489
C -3.2614 -2.6014 -1.4386
N -2.8879 -3.3660 -0.4182
H -1.0068 -6.1537 -0.5997
H -1.6767 -5.2376 1.0839
H 1.3427 -5.5098 -1.3708
H 3.5757 -4.3021 -0.3045
H 2.5938 -3.1352 1.9922
H -0.6789 -4.1943 -2.6101
H -2.4705 -2.3216 -3.5224
H -4.1181 -1.9507 -1.3371
C 0.0324 1.3600 -7.1894
C -0.5897 1.3561 -5.7822
C 0.5545 1.0797 -4.7992
C -1.5837 0.1871 -5.7462
C -1.3404 2.7041 -5.5151
O -2.3295 2.8622 -6.5698
C -0.4949 3.9990 -5.5805
C 0.3431 4.5172 -4.3994
C 1.7457 3.9734 -4.2938
C 2.1746 3.3077 -3.1494
C 3.4448 2.7466 -3.0627
C 4.2921 2.8829 -4.1485
Cl 5.8964 2.1911 -4.0950
C 3.9081 3.5632 -5.2944
C 2.6352 4.1066 -5.3571
C -2.3148 2.6960 -4.3159
N -1.8383 2.4121 -2.9769
C -1.7920 1.2468 -2.3051
N -1.4632 1.4488 -1.0544
C -1.3242 2.7985 -0.9825
N -1.5599 3.4252 -2.1143
H 0.6138 0.4442 -7.3118
H 0.7208 2.1919 -7.3433
H -0.7217 1.3616 -7.9815
H 0.8776 0.0420 -4.9141
H 0.2807 1.2194 -3.7558
H 1.4169 1.7135 -5.0020
H -1.0872 -0.7143 -6.1117
H -2.4520 0.3825 -6.3760
H -1.9309 -0.0398 -4.7396
H -1.8495 3.0124 -7.3900
H -1.2392 4.7676 -5.8053
H 0.1429 3.9459 -6.4668
H -0.1790 4.3729 -3.4566
H 0.4087 5.6022 -4.5373
H 1.5030 3.1893 -2.3054
H 3.7506 2.2088 -2.1635
H 4.5996 3.6620 -6.1211
H 2.3303 4.6373 -6.2541
H -3.1079 1.9876 -4.5496
H -2.7760 3.6812 -4.2725
H -2.0047 0.2830 -2.7411
H -1.0180 3.3103 -0.0796
```

Results
* total charge: -2
* frontier orbital gap: 6.40 eV
* energy relative to the best compared isomer or geometry (same formula, charge and spin): 0.0 kJ/mol
* highest occupied orbital energy: -3.09 eV

---

Formula: C6H6N2
Source: the Open Molecules 2025 dataset
Level of theory: wB97M-V/def2-TZVPD

Geometry as XYZ:
```
14
Properties=species:S:1:pos:R:3
C 2.0968 0.1033 0.1046
C 1.3630 1.2651 -0.1476
C -0.0284 0.6940 0.0414
C -1.3063 1.1316 0.1274
N -2.0929 -0.0542 -0.0435
N -1.3545 -1.2362 -0.0222
C -0.1463 -0.7169 -0.1378
C 1.4806 -1.1145 0.0294
H 3.2268 0.1974 0.2062
H 1.6833 2.2177 -0.3964
H -1.7880 2.0653 0.3164
H -3.1645 0.0772 0.0564
H 1.7859 -1.9066 0.8602
H 1.6324 -1.7939 -0.6880
```

Results
* total charge: 0
* frontier orbital gap: 9.22 eV
* energy relative to the best compared isomer or geometry (same formula, charge and spin): 299.6 kJ/mol
* highest occupied orbital energy: -8.18 eV

---

Formula: C5H8N2
Source: the Open Molecules 2025 dataset
Level of theory: wB97M-V/def2-TZVPD

Geometry as XYZ:
```
15
Properties=species:S:1:pos:R:3
C 0.1350 -0.4239 1.3721
C 0.2938 -0.0173 -0.0780
C 1.5085 0.8376 -0.3823
N -0.0249 -0.9809 -1.1239
C -0.9245 0.1610 -0.9278
C -2.2385 -0.0436 -0.3553
N -3.2892 -0.2126 0.1013
H 0.0570 0.4616 2.0133
H 1.0091 -1.0004 1.6941
H -0.7621 -1.0329 1.5261
H 2.3871 0.2008 -0.5090
H 1.3790 1.4059 -1.3050
H 1.7097 1.5461 0.4254
H -0.4314 -1.8282 -0.7311
H -0.9139 0.8902 -1.7349
```

Results
* total charge: 0
* frontier orbital gap: 10.93 eV
* energy relative to the best compared isomer or geometry (same formula, charge and spin): 118.3 kJ/mol
* highest occupied orbital energy: -10.05 eV